Here is a molecular structure, C29H106CuN26O30 in a non-equilibrium geometry from the Open Molecules 2025 dataset. Energies are from ωB97M-V/def2-TZVPD.

```
! RIJCOSX wB97M-V def2-TZVPD def2/J DEFGRID3
* xyz 0 2
Cu 1.72775 2.13284 -1.64652
C 0.43188 -4.56235 2.90805
C -0.14805 -3.91346 4.17572
C 0.74709 -4.13991 5.38450
O -0.21453 -2.53719 4.09234
H 0.29931 -5.66371 3.00045
H 1.47946 -4.22014 2.96558
H -0.03649 -4.25732 1.96291
H -1.16157 -4.37606 4.39416
H 0.22229 -3.72611 6.21971
H 1.66475 -3.53135 5.25245
H 0.98312 -5.13882 5.54851
C 0.35750 1.92039 0.93590
C 1.37765 0.81946 0.60614
C 0.99597 -0.49432 1.38239
O 1.37868 0.51843 -0.77835
H -0.62861 1.55517 0.76870
H 0.51151 2.94735 0.46414
H 0.54060 2.09336 1.97909
H 2.37141 1.07414 0.90256
H 0.04315 -0.98469 1.14413
H 1.02305 -0.37138 2.47040
H 1.77691 -1.22424 1.22176
C -2.95860 -2.79071 1.86336
O -2.74949 -1.76630 1.18666
N -3.20471 -2.60993 3.17858
N -2.90011 -4.05205 1.38263
H -3.22604 -3.32673 3.93814
H -2.97877 -1.71315 3.57051
H -2.75324 -4.23110 0.37590
H -2.74976 -4.79376 1.98268
C -1.50987 -5.50563 -2.02617
O -1.81763 -4.82806 -1.05302
N -2.48986 -6.01572 -2.85734
N -0.24766 -6.00297 -2.26089
H -3.37880 -5.56144 -2.78895
H -2.34758 -6.09127 -3.90523
H -0.19360 -6.77259 -2.85529
H 0.58803 -5.58259 -1.88300
C -0.18377 -4.55408 -4.81967
O -1.17705 -5.10288 -5.30180
N -0.42665 -3.49325 -3.94909
N 1.08320 -4.90941 -5.03762
H 0.20899 -3.18762 -3.24550
H -1.26446 -2.94444 -3.92193
H 1.70974 -4.63676 -4.31863
H 1.19542 -5.80609 -5.51594
C 6.98591 1.92208 2.96008
O 5.87930 1.58320 3.47080
N 6.98572 2.47694 1.69539
N 8.11062 1.85777 3.66535
H 6.14528 2.38528 1.16833
H 7.82418 2.78074 1.26029
H 8.53130 2.79981 3.62942
H 8.24928 1.35553 4.52823
C -5.17360 1.42798 1.07990
O -4.46448 1.86791 2.03646
N -4.93580 0.20232 0.57853
N -6.10520 2.15274 0.48420
H -5.23326 0.00781 -0.37677
H -4.09249 -0.29164 0.89725
H -6.06641 3.11627 0.67906
H -6.50043 1.91357 -0.44208
C -3.49442 -2.29684 -6.41786
O -4.61365 -1.77687 -6.28219
N -2.29938 -1.73690 -5.99268
N -3.26721 -3.51640 -7.04251
H -1.45343 -1.95656 -6.42246
H -2.15172 -1.08059 -5.22956
H -2.56838 -4.11594 -6.72011
H -3.95177 -3.94914 -7.69882
C -1.99541 -1.01334 -2.34615
O -1.81075 -0.35851 -3.39568
N -2.90008 -2.00553 -2.45958
N -1.37256 -0.78002 -1.22440
H -3.64773 -1.92741 -3.25038
H -3.08928 -2.59435 -1.61196
H -0.51530 -0.20695 -1.21672
H -1.53043 -1.33287 -0.30348
C 2.32397 -2.29039 -2.48698
O 2.30145 -3.49710 -2.81590
N 2.06274 -1.25205 -3.25848
N 2.80636 -1.92065 -1.27543
H 1.52798 -1.31107 -4.07873
H 2.08105 -0.38109 -2.80050
H 2.31157 -1.15337 -0.85319
H 2.88652 -2.81279 -0.71140
C -1.83181 4.54015 1.85390
O -0.91454 5.34184 1.57972
N -2.55502 3.93167 0.94467
N -2.13496 4.27306 3.12890
H -2.23779 3.86081 -0.05861
H -3.32851 3.31270 1.20560
H -2.89970 3.58598 3.26744
H -1.41801 4.42027 3.82271
C 1.78981 4.22603 3.74381
O 0.68658 4.20232 4.28214
N 2.84912 3.57282 4.37172
N 2.12418 4.96182 2.60586
H 3.59589 3.38938 3.70932
H 2.54183 2.89076 5.03485
H 1.44311 5.57682 2.19856
H 3.05920 5.16172 2.48656
C 6.87253 0.09991 6.72742
O 7.74214 -0.03785 5.85874
N 6.70965 -0.66835 7.88532
N 5.98921 1.12920 6.74917
H 5.78602 -0.56861 8.23593
H 7.09915 -1.58823 7.83934
H 5.06971 0.98070 7.23002
H 5.89226 1.59004 5.89670
C -5.47335 0.35774 -3.20937
O -5.60180 0.97506 -2.19008
N -4.36852 0.45020 -3.97270
N -6.41108 -0.47266 -3.62284
H -3.68119 1.16334 -3.76573
H -4.47732 -0.01900 -4.86545
H -7.24893 -0.41170 -3.06609
H -6.31711 -0.95508 -4.53238
C 2.31121 -0.14889 7.55496
O 3.34876 0.29605 8.02525
N 2.27341 -0.22216 6.14626
N 1.23693 -0.64424 8.24548
H 1.67947 -0.99103 5.84894
H 3.18747 -0.32590 5.79919
H 1.13600 -0.41307 9.23686
H 0.37945 -0.54364 7.63718
O 3.75233 3.72352 0.17328
H 4.13511 2.82450 0.18836
H 3.04293 3.61901 0.85867
O 4.61456 0.90811 -0.06573
H 4.76365 0.41977 0.83467
H 3.78530 0.68359 -0.51566
O 2.13053 3.69260 -2.56093
H 1.53731 4.08781 -3.22752
H 2.51295 4.33550 -1.92317
O -7.65704 -2.18098 -6.54999
H -6.74042 -2.36993 -6.29070
H -7.59336 -1.89625 -7.46591
O -0.84493 5.18435 -1.56157
H -1.16227 5.45003 -0.65834
H -0.88273 5.97388 -2.16379
C -5.20475 5.08413 -2.64044
C -4.20948 4.12856 -3.28394
O -3.74203 3.11046 -2.38863
O -4.65442 5.65320 -1.51823
H -6.06302 4.44039 -2.32169
H -5.54168 5.84415 -3.31249
H -3.25275 4.58176 -3.67186
H -4.54634 3.54696 -4.20078
H -4.49641 2.56812 -2.04612
H -4.34765 4.97138 -0.91847
C 4.46531 -2.83921 2.99484
C 5.32791 -1.64515 2.55143
O 4.57739 -0.44526 2.47626
O 3.57110 -2.46753 4.05500
H 5.11656 -3.71204 3.26555
H 3.90586 -3.24861 2.20905
H 5.65189 -2.09373 1.61672
H 6.15346 -1.51662 3.17831
H 5.10796 0.25703 2.93150
H 3.05189 -1.74270 3.66730
C -0.66965 3.96934 -4.88255
C -1.26240 2.60813 -4.47093
O -0.20181 1.65954 -4.40158
O 0.18270 4.63659 -3.95973
H -1.46754 4.60250 -5.19007
H -0.00900 3.84010 -5.72723
H -2.05536 2.46144 -5.23385
H -1.74726 2.70407 -3.52688
H -0.58807 0.90961 -3.88297
H -0.17769 4.54066 -3.06793
C -2.39085 1.19968 4.52364
C -2.17810 0.51238 5.87550
O -0.95607 -0.21823 5.88561
O -2.95436 0.21698 3.67193
H -1.34570 1.46256 4.09678
H -2.93658 2.09961 4.66658
H -2.95028 -0.25995 6.06661
H -2.16944 1.27564 6.68613
H -0.87359 -0.71423 5.11936
H -3.53012 0.69993 3.03742
C 3.23048 -0.44378 -6.60836
C 1.83900 -0.90848 -6.80600
O 0.93845 -0.63923 -5.73385
O 3.11757 0.99114 -6.68804
H 3.97182 -0.89039 -7.37830
H 3.63201 -0.65107 -5.59344
H 1.83559 -2.00348 -6.83162
H 1.43437 -0.52326 -7.75877
H 0.55510 0.22765 -5.81099
H 3.80803 1.49057 -6.17303
*
```

Computed properties:
largest force on an atom	4.4	eV/Å
HOMO level (alpha / beta)	-8.53 / -8.53	eV
lowest unoccupied orbital energy (alpha / beta)	0.0155 / -0.0682	hartree
energy	-6490.38299	a.u.

Atom charges from the Löwdin analysis, given in e for atoms 1 to 99: 0.498 -0.034 -0.542 -0.027 0.039 0.095 0.074 0.070 0.132 0.077 0.078 0.071 -0.049 -0.525 -0.027 -0.381 0.067 0.087 0.064 0.087 0.064 0.071 0.049 -0.631 -0.043 0.170 0.190 0.124 0.056 0.064 0.070 -0.637 -0.016 0.148 0.177 0.087 0.102 0.081 0.106 -0.663 -0.040 0.187 0.183 0.056 0.053 0.047 0.125 -0.591 -0.035 0.196 0.172 0.068 0.098 0.129 0.068 -0.634 -0.054 0.199 0.189 0.082 0.080 0.095 0.107 -0.586 -0.021 0.184 0.157 0.068 0.062 0.030 0.127 -0.694 -0.069 0.160 0.221 0.147 0.108 0.086 0.111 -0.665 -0.037 0.231 0.161 0.051 0.066 0.030 0.133 -0.710 -0.023 0.179 0.182 0.115 0.072 0.089 0.080 -0.614 0.012 0.160 0.171